56
Properties=species:S:1:pos:R:3:forces:R:3:nbo_charge:R:1 method="wB97M-V/def2-TZVPD" relative_energy_kcal_mol=5.0 homo_lumo_gap_ev="6.276 / 6.276" homo_ev="-14.467 / -14.467" fmax_ha_per_bohr=0.0120 charge=+2
Os -0.806191 -0.366456 0.262114 -0.2 0.0 -0.1 0.513
Se -0.063061 -2.142806 1.630080 0.0 0.0 0.1 0.698
Se -2.359468 -0.674641 -1.346290 0.3 0.1 0.0 -0.063
Ge -0.788451 -4.805735 -0.445717 -0.1 0.0 -0.1 1.611
Si -4.578859 0.323452 -0.905098 0.5 -0.3 -0.1 1.604
F 3.172821 -1.943536 -2.997386 0.0 0.0 0.0 -0.285
F 3.331096 2.404784 -1.358497 0.0 0.0 0.0 -0.294
N -0.274939 1.514947 0.706923 0.0 0.1 0.0 -0.484
C 3.289273 0.243104 -2.202176 0.1 0.0 0.0 -0.338
C 2.645060 -0.973257 -2.262811 0.0 0.0 0.0 0.463
C 0.533710 4.060079 1.306053 0.0 0.0 0.0 -0.060
C 0.867301 1.995195 0.135391 0.0 0.2 0.1 0.272
C -2.614805 -4.630491 0.210348 0.0 0.0 0.0 -1.103
C -0.130826 -6.628772 -0.358569 0.0 0.0 0.0 -1.080
C -5.608961 -0.992323 -1.674138 -0.3 0.1 0.0 -1.164
C 2.710733 1.226974 -1.425803 0.0 0.0 0.0 0.490
C -4.288073 1.838324 -1.913242 -0.3 0.2 0.0 -1.161
C -0.626680 3.549908 1.884844 0.0 0.0 0.0 -0.248
C -1.347876 -2.710715 2.969181 -0.1 0.0 -0.1 -0.777
C -0.995983 2.271814 1.561998 -0.1 0.0 0.0 0.087
C 1.280132 3.286403 0.435609 0.0 0.0 0.0 -0.222
C 1.458995 -1.235560 -1.585594 -0.1 0.0 0.1 -0.295
C 1.525942 1.027650 -0.724560 0.1 -0.1 -0.1 -0.274
C 0.438161 -3.830612 0.808461 0.1 0.0 0.1 -1.006
C -4.772855 0.565048 0.912028 -0.1 0.0 0.1 -1.160
C -0.626484 -4.075997 -2.243222 0.0 -0.1 0.0 -1.100
C 0.902839 -0.232542 -0.817712 -0.1 -0.1 0.0 -0.059
H -2.003716 -3.468148 2.549613 0.0 0.1 0.0 0.256
H -1.883692 1.808351 1.972752 0.0 0.0 0.0 0.218
H -3.539827 2.493843 -1.467135 0.0 0.0 0.0 0.256
H -3.999218 1.604237 -2.938004 0.0 0.0 0.0 0.272
H -1.283417 -4.663147 -2.887815 0.0 0.0 0.0 0.263
H 4.210788 0.424597 -2.737282 0.0 0.0 0.0 0.278
H 0.859377 5.065297 1.539759 0.0 0.0 0.0 0.257
H -2.750922 -5.092208 1.188717 0.0 0.0 0.0 0.241
H -0.775533 -3.104189 3.805470 0.0 0.0 0.0 0.265
H -0.936855 -3.035748 -2.312736 0.0 0.0 0.0 0.225
H -0.724741 -7.257167 -1.022928 0.0 0.0 0.0 0.260
H -1.224820 4.130703 2.571170 0.0 0.0 0.0 0.262
H -5.747580 1.012500 1.126488 0.0 0.0 0.0 0.284
H 0.388188 -4.175539 -2.630158 0.0 0.0 0.0 0.248
H -1.908494 -1.833334 3.276760 0.0 0.0 0.0 0.251
H -4.726102 -0.386127 1.444185 0.0 0.0 0.0 0.259
H -4.012840 1.243061 1.304001 0.0 0.0 0.0 0.236
H -2.937177 -3.587818 0.257534 0.0 0.0 0.0 0.217
H 2.181325 3.678272 -0.005299 0.0 0.0 0.0 0.272
H -6.653248 -0.662387 -1.685029 0.0 0.0 0.0 0.281
H -5.319905 -1.182994 -2.708288 0.0 0.0 0.0 0.270
H -5.564718 -1.922199 -1.106296 0.0 0.0 0.0 0.264
H 0.595691 -4.455463 1.691863 0.1 0.0 0.0 0.263
H 0.909368 -6.684549 -0.678913 0.0 0.0 0.0 0.251
H 1.413006 -3.643304 0.358851 0.0 0.0 0.0 0.268
H 0.999322 -2.205835 -1.696757 0.0 0.0 0.0 0.232
H -0.207670 -7.031818 0.651007 0.0 0.0 0.0 0.247
H -3.268673 -5.151104 -0.491017 0.0 0.0 0.0 0.263
H -5.231038 2.395569 -1.958059 0.1 0.0 0.0 0.279


58
Properties=species:S:1:pos:R:3:forces:R:3:nbo_charge:R:1 method="wB97M-V/def2-TZVPD" homo_lumo_gap_ev=7.220 homo_ev=-11.108 fmax_ha_per_bohr=0.1014 charge=+1
F -2.081185 0.613133 -2.562934 2.1 -0.2 1.5 -0.337
F 4.382983 1.519016 2.639865 -2.2 -1.6 -0.1 -0.293
F 2.361305 1.795647 3.571988 1.6 -1.6 -1.7 -0.300
F 2.074229 -0.474206 4.547497 2.1 -0.4 -1.9 -0.307
F 4.297778 -0.167696 4.695920 -1.8 -0.7 -1.9 -0.319
N 2.719367 -0.281704 0.454498 -1.5 3.1 3.1 -0.166
N -0.514772 0.965289 -0.737037 0.3 0.4 0.2 -0.426
N 1.079295 1.238681 1.186350 2.3 -2.2 -1.0 -0.447
N -2.711775 2.686051 1.914949 0.8 -0.2 -0.4 -0.825
N 1.685503 -0.187116 -0.422016 -2.4 -0.1 -2.3 -0.374
C 5.243378 -0.787097 0.879035 1.1 0.2 -0.7 -0.429
C 5.915468 0.512013 0.165850 -0.7 -1.2 0.5 -0.617
C 0.626146 0.705983 -0.076696 4.2 -1.0 2.9 0.610
C 0.276033 0.490529 -3.164767 0.7 -0.5 -0.3 -0.473
C 3.854848 -1.207313 0.235527 1.1 -2.0 -0.6 -0.060
C -5.988138 -1.499517 0.229570 0.0 0.0 0.0 -0.216
C -5.016221 -0.884801 -0.552970 -0.1 0.1 0.0 -0.216
C -7.330043 -1.181496 0.047331 0.1 0.0 0.0 -0.205
C -0.802940 0.260599 -2.017277 -0.3 -1.0 -1.4 0.380
C -1.426925 1.965744 -0.088973 -0.4 1.0 1.1 -0.245
C 2.336516 0.613988 1.494210 -2.1 0.1 -3.0 0.359
C 3.437785 -2.734021 0.620853 0.5 0.9 -1.1 -0.620
C 3.153191 0.876727 2.821895 -1.3 1.8 1.5 0.611
C 0.528529 -0.886833 -3.987625 -1.0 0.5 0.1 -0.632
C -7.698617 -0.245720 -0.913676 0.1 0.0 0.0 -0.206
C 3.250005 -0.431110 3.778299 0.6 1.2 1.7 0.517
C -6.725954 0.375661 -1.689866 0.0 -0.1 0.1 -0.197
C -2.098622 1.466835 1.268838 0.3 0.3 0.6 -0.239
C -5.384368 0.053796 -1.511491 0.0 0.0 0.0 -0.229
H 2.750582 -3.079672 -0.225741 0.6 0.2 1.5 0.222
H -2.895722 0.670629 1.091055 1.0 1.1 0.0 0.209
H -2.263750 2.325386 -0.767139 1.3 -0.9 0.4 0.265
H -1.352507 1.060938 2.036064 -0.7 0.2 -1.5 0.202
H 3.466017 -1.386574 3.211704 -0.5 1.0 1.0 0.168
H 2.967234 -2.813215 1.647470 0.5 -0.1 -1.3 0.223
H 5.070182 1.251705 0.008723 1.4 -0.5 0.1 0.207
H -8.088503 -1.663164 0.654477 0.1 0.0 0.0 0.220
H -7.013140 1.109923 -2.434308 0.0 -0.1 0.0 0.216
H -2.373891 2.752958 2.883541 -0.3 0.0 -0.6 0.371
H 1.282896 0.792972 -2.733539 -1.4 -0.1 -0.3 0.208
H -3.969291 -1.137201 -0.415112 -0.1 0.0 0.0 0.191
H -5.700380 -2.227166 0.980402 0.0 0.0 -0.1 0.213
H 5.973562 -1.645219 0.649483 -1.4 1.0 0.4 0.244
H 4.028004 -1.246251 -0.902300 -0.3 0.4 1.6 0.230
H -0.784947 2.890151 0.134288 -0.9 -1.4 -0.2 0.226
H -0.021684 1.325235 -3.892561 0.1 -1.2 1.4 0.268
H -0.270158 -1.637769 -3.669280 1.1 0.9 -0.6 0.218
H 0.358428 -0.664432 -5.095022 0.6 -0.6 1.5 0.253
H -2.358289 3.539981 1.446228 -0.4 -0.7 0.4 0.352
H 1.711471 -0.765914 -1.276225 0.1 0.5 0.8 0.439
H 6.368938 0.167418 -0.831056 -0.7 0.7 1.5 0.223
H 1.551570 -1.343040 -3.783097 -1.3 0.7 -0.5 0.208
H -8.745145 0.000110 -1.057244 0.1 0.0 0.0 0.220
H -0.890772 -0.857886 -1.762745 0.1 1.5 -0.4 0.177
H -4.625876 0.534485 -2.119866 -0.1 0.0 0.0 0.209
H 5.249274 -0.681484 2.009713 -0.3 -0.1 -1.4 0.224
H 6.732878 0.893680 0.861202 -1.2 -0.2 -1.1 0.248
H 4.400220 -3.337650 0.523738 -1.4 0.7 0.4 0.249